Entry 1:
Molecular formula: C30H21BBr3F8InN3OP
Method: DFT, ωB97M-V with the def2-TZVPD basis set

```
! RIJCOSX wB97M-V def2-TZVPD def2/J DEFGRID3
* xyz 0 1
In -0.12790 -0.06281 0.00916
Br -0.94211 -2.73457 -0.06612
C -2.69769 -2.26777 0.68061
Br -2.72078 -0.27598 0.99894
H -2.83809 -2.77440 1.62876
H -3.46705 -2.54061 -0.03295
C 4.70821 0.51927 3.57842
C 5.05942 -0.48887 2.61097
C 4.22446 -0.85581 1.63667
C 2.92017 -0.27667 1.49256
C 2.46821 0.71491 2.38957
C 3.51858 1.13828 3.55538
N 2.04285 -0.64347 0.49066
N 2.48749 -1.48541 -0.35956
C 1.64079 -1.93159 -1.44163
C 2.25128 -2.84577 -2.29451
C 1.56903 -3.32748 -3.39157
C 0.27715 -2.87942 -3.63296
C -0.27095 -1.97629 -2.75079
N 0.36234 -1.51226 -1.67229
H 5.42577 0.78731 4.34498
H 6.03257 -0.95906 2.67214
H 4.54137 -1.61369 0.93536
H 1.51444 1.18366 2.24924
H 3.28158 1.90266 4.27590
H 3.26343 -3.16278 -2.08799
H 2.03982 -4.03653 -4.05922
H -0.28814 -3.22385 -4.48705
H -1.27586 -1.59319 -2.89705
F -2.49594 6.84325 2.05345
C -1.83192 5.87206 1.43216
C -0.87531 6.17986 0.48589
F -0.62004 7.45584 0.20262
C -0.18129 5.16588 -0.16026
F 0.75286 5.53863 -1.04146
C -0.41971 3.83057 0.09787
P 0.49798 2.32680 -0.81652
C 0.10365 2.71657 -2.57537
C 0.73939 3.70557 -3.31560
C 0.37631 3.95930 -4.63527
C -0.63602 3.23038 -5.23237
C -1.28590 2.24053 -4.50307
C -0.91767 1.99032 -3.19364
C 2.24852 2.75549 -0.56749
C 3.19132 2.50562 -1.55970
C 4.53101 2.78192 -1.34695
C 4.95831 3.28589 -0.12311
C 4.03505 3.50156 0.88616
C 2.69203 3.22989 0.66191
C -1.37602 3.55940 1.09059
Br -1.65985 1.70628 1.56694
C -2.07884 4.54673 1.74159
F -2.98512 4.25240 2.67882
H 1.52923 4.29949 -2.87702
H 0.88758 4.73482 -5.19156
H -0.92148 3.42976 -6.25752
H -2.08133 1.66390 -4.95915
H -1.43973 1.21271 -2.64927
H 2.88817 2.07923 -2.50705
H 5.24897 2.59202 -2.13462
H 6.00729 3.49356 0.04532
H 4.35839 3.86965 1.85126
H 1.99536 3.37983 1.48025
F 2.10712 -1.75715 3.34421
B 1.16112 -0.78149 3.42949
F 0.56952 -0.53718 2.13717
F 0.21460 -1.14764 4.34446
F 1.79726 0.53775 3.93347
O 0.92368 0.69242 -1.53039
*
```

Values from the calculation:
molar mass	987.82	g mol⁻¹
F_max	8.72	eV/A
energy above the lowest of the compared OMol25 structures with the same formula, charge and spin	1399.8	kJ/mol
DFT total energy	-284967.3629	eV
HOMO energy	-6.8	eV


Entry 2:
Molecular formula: C30H21BBr3F8InN3OP
Method: DFT, ωB97M-V with the def2-TZVPD basis set

```
! RIJCOSX wB97M-V def2-TZVPD def2/J DEFGRID3
* xyz 0 1
In -0.02565 -1.00735 -0.65264
Br -2.62473 2.31137 1.03694
C -1.53657 2.64679 2.58519
Br 0.34561 2.37592 2.28399
H -1.84319 1.94165 3.34502
H -1.67251 3.68069 2.87069
C -5.42173 -2.76678 -1.35110
C -4.13881 -3.28914 -1.44183
C -3.04089 -2.44604 -1.47985
C -3.26556 -1.07442 -1.45198
C -4.54371 -0.53298 -1.37589
C -5.62480 -1.39185 -1.31676
N -2.12523 -0.23416 -1.44087
N -2.21274 0.85599 -2.01459
C -1.04347 1.66491 -1.87283
C -1.10304 2.92142 -2.44553
C -0.02524 3.77443 -2.28253
C 1.06746 3.34191 -1.55006
C 1.04904 2.06387 -1.02218
N 0.02028 1.23312 -1.18910
H -6.27202 -3.43429 -1.29796
H -3.98940 -4.36000 -1.47384
H -2.01943 -2.81059 -1.59079
H -4.67202 0.53966 -1.32529
H -6.62605 -0.99199 -1.22942
H -1.99467 3.20074 -2.98739
H -0.04283 4.76732 -2.71125
H 1.92425 3.97763 -1.38106
H 1.88253 1.68644 -0.44506
F 7.52825 -2.72582 -0.33878
C 6.26856 -2.47218 -0.01188
C 5.77687 -2.86613 1.21645
F 6.56571 -3.49844 2.07798
C 4.46106 -2.58941 1.53874
F 4.05224 -2.97678 2.74575
C 3.59475 -1.92965 0.67128
P 1.84662 -1.69673 1.20549
C 1.30146 -3.38779 1.58408
C 0.86458 -4.15558 0.50264
C 0.44076 -5.45857 0.72595
C 0.43733 -5.98710 2.00708
C 0.87028 -5.21729 3.07896
C 1.30844 -3.92144 2.87081
C 2.01761 -0.78824 2.76465
C 1.01625 -0.88475 3.72674
C 1.08686 -0.11365 4.87752
C 2.14132 0.76541 5.06878
C 3.12984 0.88146 4.10037
C 3.06858 0.10992 2.95034
C 4.12314 -1.52778 -0.55980
Br 3.13312 -0.59729 -1.85768
C 5.43964 -1.80138 -0.89237
F 5.94908 -1.42138 -2.06188
H 0.82038 -3.73133 -0.50631
H 0.10052 -6.05340 -0.11184
H 0.09232 -6.99931 2.17563
H 0.86504 -5.62525 4.08117
H 1.65372 -3.33440 3.71110
H 0.17799 -1.55599 3.58614
H 0.30362 -0.20002 5.61918
H 2.19163 1.36601 5.96771
H 3.95295 1.57005 4.24122
H 3.84853 0.20530 2.20372
F -3.45232 -1.31398 1.88959
B -2.16216 -1.34660 2.34312
F -1.27625 -1.29549 1.10243
F -1.82027 -0.22129 3.08418
F -1.81009 -2.50775 2.98868
O 0.17683 -2.34668 -1.99033
*
```

Values from the calculation:
molar mass	987.82	g mol⁻¹
F_max	0.50	eV/A
energy above the lowest of the compared OMol25 structures with the same formula, charge and spin	292.9	kJ/mol
DFT total energy	-284978.8347	eV
HOMO energy	-7.7	eV